Formula: C22H44BeNO22
Source: the Open Molecules 2025 dataset
Level of theory: wB97M-V/def2-TZVPD

XYZ file:
```
90
Properties=species:S:1:pos:R:3:forces:R:3:lowdin_charge:R:1
Be -27.83221 -9.56043 -31.86182 4.1 -1.1 0.6 1.200
N -24.77027 -9.15604 -30.95570 0.2 -1.4 -0.2 -0.590
O -25.74977 -8.51446 -30.57798 -3.3 1.7 0.3 -0.035
O -23.67501 -8.87784 -30.53099 0.8 0.1 -0.3 0.061
O -25.01105 -10.11873 -31.71509 0.1 -0.7 -0.8 -0.054
C -21.81255 -11.36317 -34.11253 -0.4 -0.1 0.5 -0.171
C -20.58183 -12.13423 -33.72836 1.3 0.6 -1.0 -0.170
C -19.68876 -11.02122 -33.02436 -2.1 -1.5 -0.5 -0.126
O -20.67807 -10.09726 -32.48612 1.1 -0.3 0.1 -0.142
C -21.97267 -10.52396 -32.81651 -0.7 0.0 -1.8 -0.233
H -22.61151 -12.01807 -34.46019 -0.4 -0.1 0.8 0.092
H -21.66585 -10.78569 -35.02527 0.5 0.6 0.3 0.115
H -20.14151 -12.49942 -34.65619 0.5 -0.2 0.2 0.107
H -20.79228 -13.00639 -33.10937 0.0 0.2 0.3 0.108
H -19.08417 -10.49455 -33.76274 0.2 -0.1 0.3 0.117
H -19.13317 -11.55111 -32.25064 0.3 0.7 0.2 0.112
H -22.57906 -9.64222 -33.02372 -0.1 0.0 0.5 0.098
H -22.42214 -11.12916 -32.02921 -0.1 0.0 0.0 0.088
C -23.25668 -6.65148 -28.42761 -1.2 0.4 -0.8 -0.032
O -22.74453 -5.35443 -28.23256 1.1 0.3 -0.7 0.014
C -22.20528 -5.01032 -27.09572 -1.1 -1.7 4.1 -0.597
O -22.12246 -5.70217 -26.04732 0.3 1.3 -3.1 0.069
O -22.00122 -3.71941 -27.14060 0.7 1.3 -0.9 0.018
C -21.22523 -3.13065 -26.12441 0.4 0.0 1.7 -0.048
H -23.99665 -6.78484 -27.63846 0.2 -0.8 0.0 0.093
H -22.54046 -7.44954 -28.62318 0.1 0.2 0.7 0.099
H -23.77088 -6.49124 -29.37525 -0.3 -0.5 0.1 0.085
H -21.75122 -3.16587 -25.17037 -0.1 -0.3 0.0 0.095
H -21.02057 -2.07019 -26.27149 -0.2 -0.2 -0.9 0.096
H -20.28538 -3.66290 -25.97781 0.0 0.0 -0.2 0.101
C -22.05870 -11.39223 -29.53668 -0.6 -0.4 -1.2 -0.040
O -21.73700 -11.31426 -28.15981 1.9 -1.1 -0.8 0.044
C -22.43952 -10.57985 -27.36493 -2.1 0.7 1.0 -0.591
O -23.54273 -10.14389 -27.68553 1.1 0.2 1.1 0.075
O -21.80920 -10.51383 -26.16276 -1.1 1.5 0.1 0.010
C -22.36698 -9.56279 -25.14191 0.2 -0.2 -0.3 0.012
H -23.12857 -11.41894 -29.74350 0.0 0.4 0.4 0.058
H -21.69010 -12.32383 -29.96603 0.4 -0.2 0.6 0.101
H -21.61812 -10.60535 -30.14890 0.1 0.3 0.6 0.086
H -22.79375 -8.64880 -25.55495 -0.1 -0.4 -0.6 0.076
H -21.56899 -9.19858 -24.49487 0.4 -0.5 -0.4 0.090
H -23.08710 -10.05407 -24.48757 -0.1 -0.3 -0.4 0.089
C -29.69258 -11.90361 -28.15345 1.2 -0.6 -2.3 -0.022
O -28.86650 -10.96133 -27.46669 0.7 0.6 0.5 0.011
C -28.02965 -10.10895 -28.14269 -3.4 1.0 -1.0 -0.503
O -28.17595 -9.88994 -29.37192 0.9 -0.6 1.1 0.030
O -27.40942 -9.36960 -27.25598 -1.8 -1.8 0.2 0.052
C -26.43813 -8.44721 -27.59682 2.9 0.4 -1.3 -0.051
H -30.44856 -11.50610 -28.83065 0.0 0.8 0.3 0.097
H -30.17998 -12.70999 -27.60544 0.5 0.7 1.1 0.109
H -28.98228 -12.40061 -28.81418 -0.3 -0.4 -0.2 0.068
H -25.64906 -9.02329 -28.08014 0.4 0.2 0.1 0.069
H -25.99716 -8.04274 -26.68574 -0.5 0.0 0.0 0.111
H -26.66082 -7.67936 -28.33771 -0.9 0.0 0.3 0.100
C -25.53156 -12.56259 -33.94632 2.1 0.5 2.3 -0.042
O -26.71361 -12.58075 -34.64800 -1.2 -1.2 -1.4 0.065
C -27.36798 -11.48380 -34.83229 -1.4 1.0 -0.1 -0.581
O -27.33086 -10.49432 -34.10893 -0.4 0.8 1.0 0.067
O -28.14388 -11.59415 -35.90271 0.6 -0.1 -0.6 0.043
C -29.03481 -10.57910 -36.38199 -2.2 -0.7 0.5 -0.018
H -25.61831 -12.78090 -32.88194 -0.8 0.0 0.1 0.087
H -25.14187 -11.54481 -33.92738 0.5 -0.2 -0.4 0.095
H -24.84784 -13.35021 -34.26302 -0.2 0.4 -0.8 0.112
H -28.82393 -10.02882 -37.29896 1.3 0.2 0.6 0.109
H -29.49786 -10.01716 -35.57087 0.8 0.6 0.0 0.084
H -29.92223 -11.11470 -36.71918 0.1 -0.6 0.0 0.096
C -24.15756 -7.04133 -33.57770 -0.2 0.8 1.6 0.012
O -25.22517 -6.41243 -34.37110 -0.4 -1.9 0.5 0.034
C -26.47049 -6.89930 -34.18385 0.5 0.0 -0.3 -0.515
O -26.81901 -7.77179 -33.37530 -0.1 0.8 -0.6 0.042
O -27.23005 -6.25516 -35.08049 0.3 -0.7 0.2 0.021
C -28.63740 -6.44955 -35.09801 -0.9 0.9 1.3 -0.032
H -24.40347 -7.99844 -33.11772 -0.5 0.0 -0.7 0.058
H -24.04229 -6.36268 -32.73256 0.2 0.0 0.1 0.103
H -23.17269 -7.11210 -34.03936 -0.6 0.2 -0.9 0.104
H -29.09883 -5.72244 -35.76621 0.6 -0.4 -0.6 0.105
H -29.02266 -6.07006 -34.15162 -0.1 -0.4 0.4 0.096
H -29.00711 -7.46369 -35.24950 0.5 0.0 -0.3 0.083
C -25.72527 -12.61609 -29.19183 1.5 0.1 0.3 -0.011
O -26.69032 -13.45618 -29.78240 -2.0 0.8 -2.3 0.025
C -27.49925 -13.08618 -30.79447 -1.6 1.6 -0.1 -0.522
O -27.68949 -11.98897 -31.39954 1.1 -1.2 1.3 0.019
O -28.29291 -14.11658 -31.03015 0.2 -0.8 -0.5 0.021
C -29.44841 -14.03121 -31.89240 -0.6 0.8 0.2 0.000
H -26.07984 -12.03842 -28.33821 -0.4 -0.3 0.0 0.100
H -25.20920 -11.91769 -29.85064 -0.4 -0.2 -0.5 0.077
H -25.02519 -13.39420 -28.88764 0.4 0.6 0.5 0.117
H -30.18811 -13.41964 -31.37575 0.0 0.1 0.0 0.094
H -29.91181 -15.00641 -32.04195 0.7 -0.2 0.4 0.105
H -29.30010 -13.58608 -32.87625 0.7 0.0 0.2 0.090
```
Forces are in eV/Å.

Calculated values
* calculated total energy: -2588.89662 Ha
* total charge: +1
* E_LUMO: -6.78 eV
* Kohn-Sham gap: 4.701 eV

---

Formula: C22H44ClN4O7
Source: the Open Molecules 2025 dataset
Level of theory: wB97M-V/def2-TZVPD

XYZ file:
```
78
Properties=species:S:1:pos:R:3:forces:R:3:lowdin_charge:R:1
C -0.26498 0.31570 -3.22672 0.0 0.1 -0.3 0.206
C -0.13158 0.20620 -2.04906 0.1 -0.3 0.3 -0.132
N -0.03511 0.01568 -0.71865 0.2 -0.1 0.6 0.086
C 0.93769 -0.55494 0.09505 -0.5 0.2 -0.4 -0.267
N 2.06087 -1.12518 -0.30398 -0.3 0.3 -0.1 0.138
C 2.53850 -1.31720 -1.67357 0.0 -0.2 0.2 -0.102
C 3.88221 -2.05516 -1.67778 -0.3 -0.4 -0.4 -0.415
C 5.01692 -1.12920 -1.98696 0.2 -0.2 0.0 -0.029
O 3.81042 -3.04016 -2.70799 0.1 0.0 0.0 -0.020
N 0.55295 -0.45841 1.37497 0.2 0.1 -0.1 0.183
C -0.61026 0.16407 1.37479 0.5 -0.4 -0.5 -0.099
N -1.03788 0.46888 0.14700 0.6 0.1 0.6 -0.017
C -2.27651 1.09844 -0.33498 -0.1 -0.2 0.0 -0.623
Cl -2.87557 2.13766 0.95427 0.0 0.0 0.3 0.756
C -3.26244 0.03196 -0.77399 -0.1 0.1 0.0 -0.229
C -4.69673 0.50558 -0.96859 0.0 0.0 -0.2 -0.082
H -0.36493 0.43893 -4.27611 0.0 0.0 -0.2 0.065
H 2.63645 -1.46707 0.44702 0.0 0.0 0.2 0.158
H 1.83722 -1.92516 -2.22567 -0.3 -0.1 -0.1 0.128
H 2.65170 -0.36289 -2.16903 0.0 0.3 -0.1 0.113
H 4.04136 -2.54887 -0.72224 -0.1 -0.1 0.3 0.142
H 4.99853 -0.25042 -1.36261 0.0 0.5 0.2 0.076
H 5.96247 -1.63401 -1.84706 0.3 -0.1 0.0 0.090
H 4.93466 -0.84743 -3.02786 0.0 0.3 -0.3 0.097
H 3.84068 -3.92190 -2.33257 0.0 -0.1 0.0 0.100
H -1.11865 0.35627 2.29781 -0.5 0.3 -0.1 0.125
H -2.00412 1.74931 -1.15049 0.1 0.2 -0.3 0.110
H -2.89169 -0.33869 -1.72120 0.2 -0.3 -0.2 0.106
H -3.20780 -0.79075 -0.07228 -0.1 -0.2 0.3 0.097
H -5.38667 -0.13082 -0.43914 -0.2 -0.2 0.3 0.077
H -4.97002 0.46268 -2.01169 -0.1 0.0 -0.3 0.078
H -4.85296 1.52224 -0.64390 -0.1 0.3 0.2 0.048
C 5.48849 6.07206 0.45310 0.0 0.1 -0.1 -0.105
O 5.00201 5.43857 -0.71099 -0.1 -0.2 0.1 -0.197
C 5.93413 4.52293 -1.25403 -0.1 0.2 0.0 -0.208
C 5.24277 3.55499 -2.18126 0.1 0.0 -0.1 -0.169
O 4.54957 2.50571 -1.50973 0.0 -0.1 -0.1 -0.140
C 3.31999 2.83042 -0.89847 0.0 -0.1 0.2 -0.187
C 2.16619 2.95696 -1.86569 -0.2 0.1 0.0 -0.231
O 2.17224 4.20751 -2.50662 0.2 0.0 -0.1 -0.178
C 1.41336 4.21285 -3.69385 -0.1 0.0 0.0 -0.101
H 6.39983 6.64323 0.24657 0.0 0.0 0.0 0.091
H 4.71656 6.75479 0.79952 0.0 0.0 0.0 0.089
H 5.69736 5.34097 1.24300 0.0 0.0 0.0 0.089
H 6.43048 3.96385 -0.45133 0.0 0.0 0.0 0.130
H 6.69733 5.07244 -1.82124 0.1 0.0 0.0 0.133
H 6.01025 3.05065 -2.77045 0.0 0.0 0.0 0.130
H 4.58220 4.08551 -2.86877 0.0 0.1 0.1 0.126
H 3.40104 3.72397 -0.27664 0.0 0.1 -0.1 0.129
H 3.10212 1.98136 -0.24003 0.0 0.0 0.0 0.116
H 1.21972 2.85263 -1.30392 0.0 -0.1 0.0 0.119
H 2.22486 2.14710 -2.60785 0.0 0.0 0.0 0.112
H 1.81107 3.49332 -4.42011 0.0 0.0 0.0 0.091
H 1.47629 5.21073 -4.11875 0.0 0.0 0.0 0.093
H 0.35909 3.97901 -3.49520 0.0 0.0 0.0 0.084
C -1.12417 -2.91663 3.42939 0.0 0.0 0.1 -0.110
O -2.52050 -2.87411 3.58732 -0.1 -0.1 -0.2 -0.175
C -3.11150 -1.76859 2.94588 0.1 0.0 0.2 -0.223
C -4.58409 -1.98859 2.69464 -0.2 0.1 0.0 -0.178
O -4.85397 -2.78384 1.55429 0.1 0.1 -0.1 -0.136
C -4.67562 -4.19063 1.68143 0.0 -0.1 -0.1 -0.177
C -5.77543 -4.88141 2.44893 0.0 -0.1 0.2 -0.210
O -5.59678 -4.69897 3.83991 -0.1 0.2 -0.1 -0.197
C -6.77993 -4.94581 4.56986 0.0 -0.1 0.0 -0.104
H -0.64067 -2.02739 3.85471 0.0 0.0 0.0 0.086
H -0.76165 -3.79595 3.95545 0.0 0.0 0.0 0.094
H -0.84882 -2.99951 2.36909 0.0 0.0 0.0 0.080
H -2.62334 -1.58433 1.97546 0.0 0.0 0.0 0.094
H -2.98587 -0.87790 3.58387 0.0 0.1 -0.1 0.133
H -5.02336 -1.01434 2.46448 0.0 0.0 0.0 0.126
H -5.07405 -2.37620 3.58911 0.1 -0.1 0.0 0.130
H -3.70081 -4.42914 2.11135 0.0 0.0 0.1 0.124
H -4.69711 -4.56869 0.65797 0.0 0.0 0.0 0.128
H -5.74977 -5.95496 2.21628 -0.1 0.0 -0.1 0.132
H -6.74503 -4.47833 2.13167 0.0 0.0 0.0 0.131
H -7.58095 -4.26182 4.26720 0.0 0.0 0.0 0.090
H -6.55490 -4.78233 5.62072 0.0 0.0 0.0 0.089
H -7.12336 -5.97744 4.43692 0.0 0.0 0.0 0.091
```
Forces are in eV/Å.

Calculated values
* calculated total energy: -2070.11843 Ha
* total charge: +1
* E_LUMO: -3.18 eV
* Kohn-Sham gap: 8.181 eV

---

Formula: C22H44N2PPtSi2
Source: the Open Molecules 2025 dataset
Level of theory: wB97M-V/def2-TZVPD

XYZ file:
```
72
Properties=species:S:1:pos:R:3:forces:R:3:lowdin_charge:R:1
Pt 0.50252 -0.24789 -0.25529 0.1 0.4 0.0 0.415
C 2.77133 -2.97209 -0.84968 0.0 -0.1 -0.1 -0.208
Si 2.63318 -1.18034 -0.30243 -0.2 -0.1 0.0 0.360
C 3.59624 -0.17395 -1.55743 0.1 0.1 -0.1 -0.213
C 3.43352 -1.04086 1.38693 0.2 0.0 0.0 -0.312
C 4.80072 -0.99671 1.67339 0.0 0.0 0.0 -0.085
C 5.24050 -0.93702 2.98629 0.0 0.0 0.0 -0.083
C 4.32169 -0.93185 4.03140 0.0 0.0 0.0 -0.084
C 2.96363 -0.98614 3.75954 0.0 0.0 0.0 -0.089
C 2.51048 -1.03562 2.43845 0.0 0.0 0.2 -0.317
Si 0.73024 -1.14014 1.86500 0.0 0.0 -0.2 0.348
C 0.10149 -2.88831 2.18387 -0.1 -0.1 0.1 -0.202
C -0.32682 -0.00906 2.94149 0.0 0.0 0.2 -0.211
H 3.81223 -3.29455 -0.74816 0.0 0.0 0.0 0.036
H 2.47599 -3.12801 -1.89020 0.0 0.1 0.0 0.024
H 2.15862 -3.61873 -0.22220 0.0 -0.1 0.0 0.006
H 4.59321 -0.62420 -1.62073 0.0 0.1 0.0 0.035
H 3.71386 0.86785 -1.25512 0.0 0.0 0.0 0.014
H 3.16777 -0.19542 -2.56096 0.0 0.0 0.0 0.017
H 5.53322 -0.99837 0.87241 0.0 0.0 0.0 0.102
H 6.30081 -0.89189 3.20161 0.0 0.0 0.0 0.104
H 4.66891 -0.88170 5.05577 0.0 0.0 0.0 0.103
H 2.25975 -0.97768 4.58598 0.0 0.0 0.0 0.100
H 0.40526 -3.19890 3.18832 0.0 0.0 0.0 0.037
H 0.52818 -3.59536 1.47306 0.0 0.0 0.0 0.012
H -0.98913 -2.97715 2.13768 0.0 0.0 0.0 0.002
H -0.26166 -0.37213 3.97337 0.0 0.1 0.0 0.033
H -1.38593 -0.00633 2.67224 0.0 0.0 0.0 0.003
H 0.02881 1.02306 2.92881 0.0 0.0 0.0 0.017
C 1.28925 2.34907 -3.14517 0.0 0.0 0.0 -0.149
C 0.09674 2.82820 -2.32164 0.0 0.0 -0.1 -0.412
P 0.05465 2.06969 -0.65383 0.0 -0.2 0.0 0.792
C 1.45160 2.86477 0.22820 0.0 0.0 0.0 -0.394
C 1.43213 4.37990 0.39768 0.0 0.0 0.0 -0.132
C -1.45704 2.79782 0.12428 0.0 0.0 0.1 -0.394
C -1.93831 4.16119 -0.37073 0.0 0.0 0.0 -0.143
H 1.21226 2.69403 -4.17621 0.0 0.0 0.0 0.076
H 1.35199 1.25931 -3.15562 0.0 0.0 0.0 0.048
H 2.23018 2.72582 -2.74280 0.0 0.0 0.0 0.071
H -0.83822 2.55322 -2.81988 0.0 0.0 0.0 0.075
H 0.09908 3.91676 -2.23815 0.0 0.0 0.0 0.074
H 2.34840 2.54485 -0.30915 0.0 0.0 0.0 0.061
H 1.51436 2.36039 1.19569 0.0 0.0 0.0 0.069
H 1.33990 4.90310 -0.55569 0.0 0.0 0.0 0.068
H 2.36042 4.71520 0.86091 0.0 0.0 0.0 0.078
H 0.61481 4.70447 1.04257 0.0 0.0 0.0 0.065
H -1.24948 2.82625 1.19845 0.0 0.0 0.0 0.079
H -2.26327 2.06701 0.00474 0.0 0.0 0.0 0.040
H -1.17033 4.92703 -0.28231 0.0 0.0 0.0 0.058
H -2.80005 4.49369 0.20975 0.0 0.0 0.0 0.076
H -2.24211 4.11935 -1.41729 0.0 0.0 0.0 0.066
C -4.02784 -3.11305 -1.40030 -0.1 0.1 0.0 -0.047
C -2.49491 -2.94040 -1.26688 0.1 0.0 0.0 -0.119
N -2.16903 -1.55365 -0.97032 0.0 0.0 -0.1 -0.179
C -2.59694 -0.69172 -2.06344 0.0 -0.1 0.0 -0.142
C -4.13043 -0.79274 -2.26139 -0.1 -0.1 0.1 -0.048
N -4.64457 -1.74946 -1.21712 0.1 0.0 0.0 -0.093
C -4.33645 -1.21230 0.15666 0.0 0.0 -0.1 -0.042
C -2.79358 -1.14988 0.27972 0.0 0.0 0.0 -0.153
H -4.45739 -3.75478 -0.63296 0.0 0.0 0.0 0.136
H -4.34306 -3.47338 -2.37791 0.0 0.0 0.0 0.135
H -1.99329 -3.23011 -2.18870 0.0 0.0 0.0 0.134
H -2.11250 -3.57126 -0.46577 0.0 0.0 0.0 0.131
H -2.07724 -0.99780 -2.97020 0.0 0.0 0.0 0.133
H -2.29788 0.33139 -1.84015 0.0 0.0 0.0 0.093
H -4.41999 -1.19042 -3.23243 0.0 0.0 0.0 0.135
H -4.64773 0.15127 -2.09865 0.0 0.0 0.0 0.134
H -5.65328 -1.83508 -1.31870 0.0 0.0 0.0 0.188
H -4.80094 -1.88424 0.87614 0.0 0.0 0.0 0.137
H -4.81516 -0.23672 0.22338 0.0 0.0 0.0 0.134
H -2.44840 -1.81496 1.06972 0.0 0.0 0.0 0.105
H -2.46499 -0.14236 0.53212 0.0 0.0 0.0 0.093
```
Forces are in eV/Å.

Calculated values
* calculated total energy: -2013.68679 Ha
* total charge: +1
* E_LUMO: -3.00 eV
* Kohn-Sham gap: 6.475 eV